Here is a cluster of 3 separate species, C39H82Cl2FN4O7Si in total from the OMol25 dataset. Energies are from the ωB97M-V functional and the def2-TZVPD basis.

Last column: Löwdin charge in e.
Atoms and positions in Å:
C: -2.67 -2.56 -7.19  -0.074
C: -2.25 -1.01 -7.33  -0.191
O: -1.01 -0.69 -6.58  -0.063
C: -1.43 -0.18 -5.32  -0.378
O: -2.22 -0.81 -4.57  0.049
C: -0.94 1.25 -4.75  -0.064
C: -0.64 1.01 -3.18  -0.146
C: 0.44 2.12 -2.69  -0.100
N: 0.67 2.07 -1.18  -0.022
C: 1.40 3.32 -0.70  -0.182
C: 0.59 4.68 -0.99  -0.073
C: 0.23 5.45 0.40  -0.250
O: -1.15 5.13 0.69  -0.265
Si: -1.63 5.62 2.29  0.471
C: -0.36 5.25 3.67  -0.186
C: -2.26 7.45 2.37  -0.192
C: -3.20 4.55 2.71  -0.190
C: 2.95 3.35 -1.03  -0.212
C: 3.36 4.06 -2.41  -0.169
C: 4.33 5.35 -2.23  -0.178
C: 3.85 6.38 -1.10  -0.284
N: 4.81 7.55 -1.15  -0.045
C: 3.57 1.85 -1.09  -0.125
C: 2.75 0.85 -0.08  -0.310
C: 3.46 -0.59 -0.38  -0.075
C: 3.74 -1.55 0.84  -0.317
C: 5.23 -1.44 1.50  -0.067
F: 2.79 -1.60 1.91  -0.061
C: 2.98 1.37 1.36  -0.481
Cl: 4.73 1.85 1.79  0.630
C: 2.12 1.61 2.45  -0.588
C: 0.57 1.36 2.30  -0.086
Cl: 2.68 2.26 4.07  0.627
C: 1.33 0.77 -0.81  -0.200
C: 0.38 -0.45 -0.35  -0.173
C: -1.16 -0.20 -0.13  -0.114
H: -2.50 -2.98 -6.16  0.068
H: -3.78 -2.62 -7.46  0.092
H: -2.08 -3.19 -7.96  0.085
H: -3.06 -0.32 -6.92  0.121
H: -2.10 -0.72 -8.43  0.134
H: -0.01 1.60 -5.33  0.129
H: -1.78 1.99 -4.94  0.136
H: -1.64 1.19 -2.65  0.130
H: -0.27 -0.06 -3.06  0.118
H: -0.01 3.10 -3.05  0.135
H: 1.43 2.01 -3.26  0.149
H: -0.29 2.21 -0.79  0.161
H: 1.31 3.26 0.45  0.133
H: -0.43 4.51 -1.50  0.127
H: 1.16 5.44 -1.61  0.098
H: 0.97 5.19 1.24  0.110
H: 0.32 6.59 0.25  0.136
H: -0.69 5.81 4.62  0.063
H: -0.35 4.12 3.88  0.030
H: 0.68 5.65 3.42  0.037
H: -3.18 7.61 1.72  0.045
H: -1.43 8.21 2.20  0.036
H: -2.61 7.62 3.46  0.053
H: -3.99 4.85 1.95  0.043
H: -2.88 3.47 2.45  0.034
H: -3.52 4.67 3.79  0.050
H: 3.47 3.85 -0.13  0.135
H: 2.44 4.43 -3.00  0.110
H: 3.92 3.37 -3.14  0.119
H: 5.41 5.01 -2.04  0.124
H: 4.29 5.92 -3.23  0.125
H: 2.80 6.80 -1.25  0.108
H: 3.98 5.93 -0.04  0.112
H: 4.52 8.21 -0.41  0.070
H: 5.75 7.18 -0.98  0.065
H: 3.43 1.52 -2.19  0.120
H: 4.69 1.81 -0.92  0.111
H: 2.87 -1.21 -1.15  0.129
H: 4.48 -0.42 -0.90  0.134
H: 3.75 -2.62 0.40  0.148
H: 5.92 -0.77 0.90  0.068
H: 5.05 -0.89 2.50  0.070
H: 5.65 -2.45 1.77  0.086
H: 0.07 1.77 1.37  0.057
H: 0.05 1.88 3.19  0.079
H: 0.37 0.24 2.47  0.111
H: 1.66 0.38 -1.85  0.139
H: 0.49 -1.37 -1.02  0.136
H: 0.81 -0.80 0.66  0.099
H: -1.77 -0.40 -1.08  0.078
H: -1.56 -0.98 0.63  0.108
H: -1.50 0.81 0.26  0.070
C: -6.47 -7.92 -3.59  -0.114
O: -5.28 -8.62 -3.91  -0.199
C: -5.38 -9.40 -5.10  -0.206
C: -4.51 -8.81 -6.21  -0.208
N: -5.07 -7.55 -6.70  -0.053
C: -4.16 -6.80 -7.57  -0.194
C: -2.84 -6.30 -6.96  -0.214
O: -3.00 -5.29 -5.97  -0.217
C: -3.28 -5.78 -4.67  -0.089
H: -6.36 -7.49 -2.60  0.089
H: -6.65 -7.11 -4.30  0.075
H: -7.33 -8.59 -3.58  0.088
H: -6.42 -9.53 -5.42  0.122
H: -5.00 -10.40 -4.85  0.121
H: -4.45 -9.52 -7.04  0.124
H: -3.51 -8.67 -5.80  0.100
H: -5.30 -6.96 -5.91  0.065
H: -4.71 -5.93 -7.92  0.117
H: -3.93 -7.41 -8.45  0.119
H: -2.27 -5.83 -7.77  0.113
H: -2.21 -7.12 -6.58  0.111
H: -2.79 -6.74 -4.47  0.091
H: -4.35 -5.85 -4.50  0.072
H: -2.89 -5.05 -3.95  0.087
C: 0.97 -3.17 10.23  -0.113
O: 1.04 -1.78 10.50  -0.197
C: 2.36 -1.25 10.35  -0.207
C: 2.44 -0.33 9.14  -0.207
N: 2.34 -1.09 7.89  -0.051
C: 2.15 -0.25 6.70  -0.208
C: 0.86 0.58 6.62  -0.237
O: -0.32 -0.21 6.47  -0.186
C: -0.86 -0.70 7.69  -0.095
H: -0.03 -3.52 10.52  0.091
H: 1.11 -3.38 9.17  0.075
H: 1.71 -3.73 10.82  0.088
H: 3.12 -2.04 10.31  0.122
H: 2.56 -0.66 11.25  0.121
H: 3.39 0.22 9.16  0.123
H: 1.62 0.40 9.22  0.101
H: 1.57 -1.73 7.95  0.066
H: 2.17 -0.92 5.84  0.117
H: 3.01 0.42 6.60  0.102
H: 0.92 1.18 5.71  0.052
H: 0.76 1.29 7.44  0.113
H: -0.69 -0.01 8.53  0.091
H: -0.46 -1.68 7.92  0.070
H: -1.94 -0.81 7.56  0.090

As for the total charge: +1. The highest occupied orbital energy comes out at -9.940 eV. The calculation puts the LUMO energy at -2.059 eV. As for the energy: -3590.12116 Eh.

---

Here is a cluster of 9 separate species, C30H84N6O9 in total from the OMol25 dataset. Energies are from the ωB97M-V functional and the def2-TZVPD basis.

Last column: Löwdin charge in e.
Atoms and positions in Å:
C: -4.55 -1.14 1.19  -0.178
O: -5.23 -0.15 0.56  -0.151
C: -4.35 0.99 0.37  -0.207
C: -5.08 2.03 -0.44  -0.419
C: -5.22 1.55 -1.91  -0.047
N: -4.29 3.28 -0.49  0.021
H: -5.12 -2.04 1.36  0.079
H: -4.20 -0.78 2.20  0.109
H: -3.74 -1.51 0.53  0.076
H: -4.08 1.54 1.24  0.110
H: -3.41 0.78 -0.14  0.113
H: -6.03 2.23 0.09  0.152
H: -4.21 1.21 -2.20  0.089
H: -5.44 2.42 -2.49  0.066
H: -5.80 0.70 -2.11  0.024
H: -4.33 3.82 0.35  0.053
H: -3.25 3.19 -0.68  0.058
C: 1.46 -2.05 3.68  -0.062
O: 1.08 -1.50 2.39  -0.198
C: -0.18 -0.91 2.57  -0.248
C: -0.56 -0.07 1.33  -0.437
C: -0.67 -1.03 0.17  -0.071
N: 0.41 0.97 1.02  0.047
H: 1.59 -1.27 4.44  0.086
H: 2.33 -2.65 3.58  0.073
H: 0.68 -2.67 4.06  0.064
H: -1.05 -1.65 2.84  0.153
H: -0.27 -0.27 3.42  0.106
H: -1.57 0.29 1.56  0.125
H: -1.55 -1.77 0.40  0.105
H: 0.23 -1.64 0.08  0.042
H: -0.78 -0.54 -0.77  0.059
H: 1.33 0.56 0.79  0.063
H: 0.51 1.69 1.74  0.055
C: -2.66 -2.57 -6.66  -0.123
O: -3.71 -1.63 -6.68  -0.204
C: -4.63 -1.86 -5.58  -0.180
C: -5.73 -0.75 -5.60  -0.457
C: -6.71 -0.78 -4.49  -0.056
N: -6.46 -0.95 -6.83  0.032
H: -3.06 -3.61 -6.44  0.109
H: -1.89 -2.26 -5.98  0.071
H: -2.21 -2.42 -7.65  0.090
H: -5.08 -2.81 -5.69  0.103
H: -4.15 -1.88 -4.60  0.122
H: -5.19 0.21 -5.65  0.142
H: -7.07 -1.81 -4.35  0.101
H: -7.56 -0.19 -4.75  0.071
H: -6.32 -0.26 -3.63  0.044
H: -7.22 -0.37 -6.91  0.031
H: -5.85 -0.76 -7.66  0.102
C: -1.56 5.84 -4.09  -0.101
O: -0.49 5.10 -3.50  -0.214
C: 0.00 5.73 -2.31  -0.200
C: -1.02 5.46 -1.17  -0.399
C: -0.55 6.19 0.10  -0.064
N: -1.17 3.97 -0.99  0.043
H: -1.59 5.39 -5.11  0.103
H: -1.34 6.94 -4.11  0.099
H: -2.47 5.69 -3.60  0.057
H: 0.97 5.36 -2.04  0.108
H: 0.18 6.80 -2.54  0.123
H: -2.03 5.75 -1.54  0.129
H: 0.37 5.67 0.47  0.078
H: -1.28 5.97 0.90  0.081
H: -0.22 7.24 -0.02  0.080
H: -0.33 3.51 -0.75  0.038
H: -1.26 3.62 -1.97  0.083
C: 2.67 0.60 6.65  -0.142
O: 3.03 1.01 5.39  -0.203
C: 2.75 2.42 5.17  -0.193
C: 3.19 2.75 3.76  -0.419
C: 3.28 4.28 3.66  -0.059
N: 2.35 2.13 2.70  0.065
H: 2.80 -0.45 6.71  0.071
H: 1.65 0.81 6.82  0.078
H: 3.36 1.08 7.36  0.100
H: 1.71 2.73 5.46  0.141
H: 3.32 2.92 5.95  0.112
H: 4.22 2.36 3.68  0.143
H: 3.60 4.51 2.63  0.062
H: 3.83 4.78 4.48  0.081
H: 2.22 4.60 3.76  0.086
H: 2.16 1.16 2.93  0.063
H: 2.88 2.14 1.85  0.041
C: 4.15 -3.01 -3.91  -0.110
O: 4.62 -2.02 -3.00  -0.203
C: 3.64 -1.70 -1.97  -0.158
C: 4.36 -1.98 -0.65  -0.398
C: 4.39 -3.42 -0.24  -0.067
N: 3.63 -1.15 0.42  0.022
H: 4.91 -3.21 -4.63  0.078
H: 3.26 -2.64 -4.41  0.084
H: 3.89 -3.89 -3.30  0.089
H: 3.36 -0.66 -2.03  0.111
H: 2.79 -2.39 -2.09  0.114
H: 5.36 -1.54 -0.73  0.142
H: 3.44 -3.94 -0.41  0.055
H: 4.73 -3.56 0.82  0.095
H: 5.04 -3.94 -0.94  0.078
H: 4.13 -1.40 1.34  0.108
H: 2.64 -1.46 0.65  0.058
C: 0.71 -5.65 5.39  -0.095
C: 2.19 -5.66 5.17  -0.314
O: 2.90 -4.64 5.91  -0.083
H: 0.48 -5.77 6.46  0.085
H: 0.28 -6.57 4.90  0.094
H: 0.18 -4.82 5.02  0.037
H: 2.48 -5.46 4.14  0.100
H: 2.54 -6.68 5.34  0.107
H: 2.66 -4.57 6.83  0.071
C: 0.56 -4.42 0.37  -0.107
C: 0.88 -5.84 0.17  -0.340
O: 0.08 -6.71 0.95  -0.082
H: 0.56 -4.10 1.42  0.077
H: -0.44 -4.22 0.04  0.075
H: 1.24 -3.71 -0.14  0.055
H: 1.99 -6.03 0.42  0.132
H: 0.67 -6.12 -0.84  0.109
H: 0.42 -6.79 1.86  0.084
C: 4.14 3.96 -0.77  -0.100
C: 3.95 2.49 -0.97  -0.368
O: 4.64 1.81 0.03  -0.103
H: 3.73 4.34 0.20  0.068
H: 3.66 4.49 -1.56  0.051
H: 5.22 4.26 -0.73  0.095
H: 4.26 2.22 -2.00  0.120
H: 2.87 2.30 -0.78  0.108
H: 4.39 0.86 -0.02  0.043

The highest occupied orbital energy comes out at -8.805 eV. The calculation puts the LUMO energy at 0.380 eV. The calculation puts the relative energy (zero: lowest compared OMol25 entry of this formula, charge and spin) at 339.5 kJ/mol. As for the structure (SMILES): COC[C@H](C)N.COC[C@H](C)N.COC[C@H](C)N.COC[C@H](C)N.COC[C@H](C)N.COC[C@H](C)N.CCO.CCO.CCO. As for the energy: -2198.85826 Eh.

---

Here is an isolated molecule of C18H29NO3 from the OMol25 dataset. Energies are from the ωB97M-V functional and the def2-TZVPD basis.

Last column: Löwdin charge in e.
Atoms and positions in Å:
C: 1.07 3.25 0.16  -0.121
C: -0.24 3.92 0.55  -0.268
C: -1.36 2.93 0.87  -0.229
C: -1.81 2.12 -0.34  -0.221
C: -3.05 1.28 -0.03  -0.217
C: -3.44 0.40 -1.21  -0.208
C: -4.73 -0.39 -1.01  -0.192
C: -4.66 -1.41 0.14  -0.111
C: -3.47 -2.33 -0.06  -0.518
O: -3.37 -3.09 -1.00  0.071
N: -2.52 -2.23 0.90  0.064
C: -1.23 -2.88 0.79  -0.139
C: -0.14 -1.87 0.43  -0.194
O: 1.10 -2.53 0.51  -0.044
C: 2.23 -1.82 0.22  -0.268
C: 3.43 -2.53 0.30  0.000
C: 4.64 -1.91 0.04  -0.019
C: 4.67 -0.56 -0.31  -0.282
O: 5.81 0.15 -0.58  -0.091
C: 7.04 -0.52 -0.53  -0.096
C: 3.48 0.14 -0.38  0.001
C: 2.27 -0.47 -0.12  -0.016
H: 0.96 2.71 -0.78  0.063
H: 1.85 4.00 0.03  0.071
H: 1.39 2.55 0.93  0.071
H: -0.06 4.54 1.44  0.103
H: -0.56 4.58 -0.25  0.106
H: -2.21 3.49 1.26  0.110
H: -1.02 2.25 1.66  0.110
H: -2.03 2.80 -1.16  0.121
H: -1.01 1.45 -0.66  0.099
H: -3.89 1.94 0.22  0.120
H: -2.85 0.67 0.85  0.095
H: -3.56 1.03 -2.09  0.117
H: -2.62 -0.30 -1.42  0.106
H: -4.94 -0.94 -1.93  0.114
H: -5.56 0.29 -0.83  0.112
H: -4.60 -0.90 1.10  0.105
H: -5.57 -2.02 0.12  0.122
H: -2.62 -1.55 1.63  0.130
H: -0.97 -3.36 1.74  0.129
H: -1.31 -3.64 0.02  0.128
H: -0.17 -1.02 1.13  0.129
H: -0.31 -1.49 -0.59  0.134
H: 3.40 -3.57 0.56  0.119
H: 5.54 -2.49 0.11  0.103
H: 7.25 -0.90 0.47  0.094
H: 7.79 0.23 -0.79  0.092
H: 7.09 -1.34 -1.26  0.095
H: 3.51 1.19 -0.65  0.115
H: 1.36 0.11 -0.20  0.085

The highest occupied orbital energy comes out at -7.969 eV. The calculation puts the LUMO energy at 0.747 eV. The calculation puts the relative energy (zero: lowest compared OMol25 entry of this formula, charge and spin) at 146.0 kJ/mol. As for the structure (SMILES): CCCCCCCCC(=O)NCCOc1ccc(OC)cc1. As for the energy: -983.76022 Eh.

---

Here is an isolated molecule of C17H22N2O4 from the OMol25 dataset. Energies are from the ωB97M-V functional and the def2-TZVPD basis.

Last column: Löwdin charge in e.
Atoms and positions in Å:
C: -0.90 1.59 3.77  0.119
C: -0.05 0.75 3.92  -0.099
C: 0.99 -0.30 4.07  -0.119
N: 0.59 -1.48 3.27  -0.034
C: -0.41 -2.45 3.71  -0.027
C: -0.70 -3.22 2.45  -0.393
O: -1.39 -4.21 2.39  0.118
N: 0.02 -2.67 1.43  0.093
C: 0.09 -3.13 0.09  -0.100
O: -0.81 -2.34 -0.65  0.064
C: -0.26 -1.71 -1.72  -0.413
O: 0.83 -1.99 -2.18  0.115
C: -1.07 -0.58 -2.33  -0.066
C: -0.46 0.83 -2.38  -0.146
C: 0.87 1.13 -1.80  -0.027
C: 1.76 2.10 -2.22  -0.305
C: 3.04 2.21 -1.46  -0.069
C: 1.49 2.96 -3.44  -0.060
C: -1.66 0.54 -1.48  -0.418
C: -1.47 0.65 0.06  -0.013
C: -2.99 1.09 -1.95  -0.043
C: 0.81 -1.65 1.91  -0.436
O: 1.64 -0.98 1.30  0.093
H: -1.63 2.33 3.63  0.025
H: 1.95 0.08 3.74  0.120
H: 1.13 -0.61 5.12  0.133
H: -0.09 -3.10 4.49  0.130
H: -1.31 -1.91 4.06  0.148
H: 1.12 -3.04 -0.27  0.146
H: -0.16 -4.20 0.09  0.157
H: -1.62 -0.93 -3.22  0.160
H: -0.65 1.41 -3.30  0.138
H: 1.18 0.63 -0.91  0.084
H: 3.01 1.65 -0.55  0.063
H: 3.24 3.26 -1.21  0.087
H: 3.83 1.88 -2.14  0.085
H: 0.81 3.74 -3.13  0.084
H: 1.09 2.44 -4.29  0.066
H: 2.37 3.44 -3.83  0.064
H: -2.33 0.26 0.60  0.082
H: -1.33 1.72 0.33  0.099
H: -0.59 0.06 0.34  0.051
H: -3.08 1.02 -3.05  0.087
H: -3.85 0.58 -1.56  0.074
H: -3.03 2.15 -1.68  0.084

The highest occupied orbital energy comes out at -8.098 eV. The calculation puts the LUMO energy at 0.596 eV. The calculation puts the relative energy (zero: lowest compared OMol25 entry of this formula, charge and spin) at 386.0 kJ/mol. As for the structure (SMILES): C#CCN1CC(=O)N(COC(=O)[C@@H]2[C@H](C=C(C)C)C2(C)C)C1=O. As for the energy: -1071.39456 Eh.

---

Record-wise F_max values, in eV/A: 4.51; 3.37; 0.62; 3.80